(1)
Computed, not measured: a single C6H9ClN2O molecule, with ωB97M-V with the def2-TZVPD basis set.

The calculation puts the orbital gap (spin up / spin down) at 8.24 / 7.20 eV. For the HOMO energy (spin up / spin down), the calculation gives -0.306 / -0.278 Ha. As for the charge: 0. The value obtained for the LUMO energy (spin up / spin down) is -0.0871 / -0.3753 eV. The relative energy (zero: lowest compared OMol25 entry of this formula, charge and spin) is 120.4 kcal/mol.

Structure (XYZ):
```
19
Properties=species:S:1:pos:R:3:nbo_charge:R:1
C -1.68 0.64 1.49 -0.440
C -2.92 0.88 1.50 0.054
C -1.15 -0.71 1.33 0.592
C 1.28 1.66 -1.99 -0.613
C 0.70 -1.90 0.47 -0.458
C 1.28 0.48 -1.02 -0.271
N 0.02 0.24 -0.38 -0.205
N -0.24 -0.76 0.34 -0.185
O -1.65 -1.73 1.80 -0.581
Cl -4.33 0.07 1.67 0.128
H -0.86 1.48 1.39 0.260
H 2.18 1.67 -2.55 0.219
H 0.30 1.63 -2.53 0.234
H 1.38 2.63 -1.38 0.208
H 0.38 -2.58 -0.31 0.216
H 1.68 -1.55 0.39 0.203
H 0.36 -2.18 1.48 0.248
H 1.36 -0.43 -1.65 0.188
H 1.89 0.48 -0.06 0.204
```



(2)
Computed, not measured: a molecular structure, C22H43Cl3O5SiSn, with ωB97M-V with the def2-TZVPD basis set.

The calculation puts the orbital gap (spin up / spin down) at 3.07 / 3.07 eV. For the HOMO energy (spin up / spin down), the calculation gives 0.032 / 0.032 Ha. As for the charge: -2. The value obtained for the LUMO energy (spin up / spin down) is 3.9458 / 3.9460 eV.

Structure (XYZ):
```
75
Properties=species:S:1:pos:R:3:lowdin_charge:R:1
C -0.51 1.00 -4.63 -0.273
C -0.69 -0.38 -4.97 -0.270
C 0.61 -0.95 -5.06 -0.329
C -1.98 -1.11 -5.13 -0.101
C 1.56 0.03 -4.72 -0.291
C 0.85 1.25 -4.45 -0.249
C 1.49 2.53 -4.08 -0.122
C -1.61 1.99 -4.52 -0.114
C 0.87 -2.37 -5.43 -0.118
C 3.02 -0.18 -4.65 -0.100
Sn -0.71 -1.31 -0.68 0.408
Cl -2.04 -3.13 -0.06 0.032
Cl -2.36 0.37 -1.58 0.080
Cl 1.11 -1.96 -2.03 0.173
H -2.81 -0.42 -5.12 0.047
H -2.11 -1.85 -4.34 0.051
H -1.98 -1.65 -6.09 0.056
H 0.16 -3.05 -4.95 0.049
H 1.89 -2.66 -5.13 0.050
H 0.79 -2.51 -6.52 0.054
H 3.26 -1.04 -4.01 0.036
H 3.51 0.70 -4.23 0.054
H 3.44 -0.37 -5.64 0.054
H 2.45 2.37 -3.63 0.042
H 0.86 3.05 -3.34 0.032
H 1.60 3.17 -4.96 0.054
H -2.51 1.56 -4.08 0.009
H -1.88 2.38 -5.52 0.058
H -1.29 2.84 -3.91 0.057
O 0.80 2.10 -1.45 -0.575
H -0.39 1.96 -1.39 -0.039
C 1.32 3.55 2.13 -0.044
C 1.56 2.11 2.54 -0.630
C 2.48 1.47 1.53 -0.052
C 2.14 2.07 3.94 -0.044
O 0.25 1.47 2.56 -0.069
Si -0.17 -0.02 2.19 0.082
O 0.41 -0.62 0.70 -0.448
O 0.21 -1.06 3.41 -0.092
C 0.83 -2.35 3.52 -0.645
C 1.13 -2.99 2.19 -0.057
C 2.12 -2.16 4.32 -0.041
C -0.13 -3.26 4.29 -0.043
O -1.76 -0.11 1.78 -0.172
C -2.97 0.21 2.53 -0.650
C -4.06 -0.48 1.76 -0.061
C -2.87 -0.31 3.94 -0.044
C -3.22 1.70 2.50 -0.032
H 2.28 4.09 2.10 0.088
H 0.65 4.08 2.79 0.066
H 0.90 3.58 1.09 0.097
H 3.43 2.06 1.50 0.097
H 2.78 0.45 1.83 0.084
H 2.03 1.47 0.52 0.063
H 1.50 2.60 4.66 0.079
H 2.25 1.02 4.30 0.076
H 3.14 2.54 3.97 0.086
H 1.89 -2.43 1.62 0.098
H 1.54 -4.01 2.35 0.098
H 0.23 -3.10 1.58 0.030
H 1.92 -1.74 5.30 0.075
H 2.64 -3.13 4.45 0.088
H 2.81 -1.48 3.77 0.088
H -0.35 -2.86 5.28 0.079
H -1.07 -3.39 3.73 0.090
H 0.32 -4.26 4.42 0.084
H -3.88 -1.59 1.73 0.074
H -5.04 -0.33 2.31 0.099
H -4.15 -0.11 0.77 0.045
H -2.08 0.21 4.54 0.099
H -3.83 -0.12 4.46 0.086
H -2.68 -1.39 3.97 0.080
H -2.42 2.27 3.00 0.088
H -3.31 2.06 1.46 0.100
H -4.17 1.92 3.02 0.085
```



For reference, electronic energy by record: -23911.83091, -85031.04886 eV.